# 1
{"formula": "C20H23F6N2O4S3Tm", "method": "the ωB97M-V functional and the def2-TZVPD basis", "multiplicity": 4, "homo_ev": [-4.60, -4.60], "e_lumo_ev": [2.4, 0.6], "de_lowest_kcal_mol": 24.26, "charge": -1, "symbols": ["Tm", "C", "C", "S", "C", "C", "S", "C", "C", "S", "H", "H", "H", "H", "H", "H", "H", "H", "H", "H", "H", "H", "N", "C", "C", "C", "O", "O", "H", "H", "H", "H", "H", "H", "F", "F", "C", "C", "F", "C", "F", "C", "O", "C", "F", "C", "F", "O", "N", "C", "C", "C", "C", "C", "H", "H", "H", "H", "H"], "coordinates": [[0.3983, -0.7058, 0.5386], [-0.5628, 0.7086, -3.0485], [-2.0322, 1.1064, -3.0998], [-2.8205, 1.5976, -1.5437], [-1.9879, 3.1492, -1.1383], [-1.0279, 3.0929, 0.0626], [0.4616, 2.1906, -0.3398], [3.1555, 1.8622, -3.1534], [3.0386, 0.6016, -2.7648], [-0.2398, -0.8535, -2.1947], [0.0301, 1.5395, -2.6439], [-0.2288, 0.6283, -4.0890], [-2.6185, 0.2376, -3.4092], [-2.2081, 1.8982, -3.8348], [-2.7622, 3.8792, -0.8909], [-1.4729, 3.5216, -2.0256], [-1.5169, 2.5930, 0.9014], [-0.7718, 4.1139, 0.3495], [3.1619, 2.6757, -2.4381], [3.2365, 2.1213, -4.2031], [2.9381, 0.3216, -1.7242], [3.0111, -0.2101, -3.4814], [-2.1270, -1.2544, 0.5993], [-2.7001, -1.4846, 1.9203], [-2.7181, -0.1886, 2.7311], [-1.3241, 0.2477, 3.1554], [-1.0385, 0.3616, 4.3459], [-0.4951, 0.4513, 2.1867], [-2.6473, -0.5574, 0.0796], [-2.0584, -2.0962, 0.0376], [-2.0845, -2.2318, 2.4302], [-3.7182, -1.8916, 1.8739], [-3.3326, -0.3086, 3.6232], [-3.1623, 0.5991, 2.1121], [2.2447, 0.1302, 0.6684], [3.3895, -6.8595, -1.4428], [2.5228, -5.9012, -1.0612], [1.2071, -6.2107, -0.7678], [0.7936, -7.4849, -0.8667], [0.3137, -5.2320, -0.3720], [-0.9502, -5.5992, -0.0996], [0.6862, -3.8831, -0.2436], [-0.1247, -2.9463, 0.1151], [2.0290, -3.6188, -0.5548], [2.4394, -2.3320, -0.4637], [2.9302, -4.5822, -0.9505], [4.2009, -4.2489, -1.2275], [1.2317, -1.9730, 2.3379], [2.2027, -1.3782, 3.0079], [3.4637, -1.5387, 2.5705], [4.5077, -0.9505, 3.2458], [4.2436, -0.1690, 4.3611], [2.9311, 0.0043, 4.7615], [1.9072, -0.6069, 4.0643], [3.5479, -2.1398, 1.6803], [5.5110, -1.0998, 2.8747], [5.0518, 0.3072, 4.8991], [2.6690, 0.6228, 5.6076], [0.8516, -0.4843, 4.2774]], "forces_ev_per_a": [[-1.110, -0.981, -0.507], [0.044, 0.181, -0.097], [-0.046, -0.165, -0.049], [0.001, -0.034, 0.026], [0.039, 0.199, 0.131], [-0.195, -0.085, -0.075], [0.186, 0.043, 0.111], [0.017, -0.035, -0.010], [-0.027, -0.051, -0.011], [0.023, 0.081, 0.204], [-0.002, -0.057, 0.056], [-0.012, -0.103, 0.019], [0.000, 0.028, -0.006], [0.031, 0.062, 0.052], [-0.025, -0.047, -0.035], [0.002, -0.046, -0.028], [0.020, 0.006, 0.001], [0.018, 0.003, 0.002], [-0.008, 0.016, 0.005], [0.002, 0.041, 0.001], [0.006, 0.040, 0.082], [-0.014, -0.002, -0.009], [0.113, 0.156, -0.034], [0.001, -0.073, 0.031], [-0.139, 0.004, 0.049], [0.291, 0.010, -0.298], [-0.131, 0.003, 0.070], [-0.033, 0.203, 0.302], [-0.008, 0.037, -0.057], [-0.012, -0.040, 0.056], [-0.005, -0.001, -0.011], [0.000, 0.034, -0.010], [0.020, -0.010, -0.007], [0.006, 0.015, 0.026], [0.624, 0.282, 0.036], [0.012, -0.026, -0.004], [0.020, 0.078, 0.009], [-0.085, 0.047, 0.026], [0.013, -0.044, -0.012], [0.122, -0.140, -0.015], [-0.044, 0.029, 0.010], [-0.198, 0.254, 0.073], [0.284, 0.076, 0.039], [0.135, -0.063, -0.067], [0.049, -0.065, -0.008], [-0.059, -0.013, 0.011], [0.035, -0.009, -0.007], [0.102, 0.178, 0.012], [-0.233, -0.088, -0.283], [0.003, 0.009, 0.174], [-0.038, -0.028, -0.052], [0.075, 0.001, -0.005], [-0.110, 0.001, 0.010], [0.127, -0.016, 0.017], [0.053, 0.018, -0.019], [0.016, 0.026, 0.025], [0.000, 0.008, 0.007], [0.025, 0.012, 0.004], [0.018, 0.039, 0.039]]}

=====

# 2
{"formula": "C20H23FN3", "method": "the ωB97M-V functional and the def2-TZVPD basis", "homo_ev": -10.39, "e_lumo_ev": -5.7, "charge": 1, "symbols": ["F", "C", "C", "C", "C", "C", "C", "C", "C", "C", "C", "C", "C", "C", "H", "H", "H", "H", "H", "H", "H", "H", "H", "H", "C", "C", "N", "C", "N", "C", "C", "C", "C", "N", "H", "H", "H", "H", "H", "H", "H", "H", "H", "H", "H", "H", "H"], "coordinates": [[3.3551, 2.1986, 1.4555], [2.9390, 0.8867, 1.4817], [3.8973, -0.1114, 1.4976], [3.4569, -1.4397, 1.5221], [2.1031, -1.7264, 1.5939], [1.1109, -0.6995, 1.6634], [-0.2360, -1.1176, 1.8448], [-1.4447, -0.3832, 1.7250], [-2.6525, -1.1423, 1.6276], [-3.8833, -0.5248, 1.5236], [-3.9700, 0.8751, 1.5006], [-2.8046, 1.6430, 1.5605], [-1.5600, 1.0383, 1.6839], [1.5731, 0.6488, 1.5269], [4.9543, 0.1371, 1.5154], [4.1756, -2.2522, 1.4998], [1.7592, -2.7643, 1.5930], [-0.3668, -2.1975, 1.9454], [-2.5617, -2.2317, 1.6480], [-4.7806, -1.1369, 1.4795], [-4.9398, 1.3570, 1.4715], [-2.8601, 2.7313, 1.5408], [-0.6785, 1.6607, 1.7763], [0.8923, 1.4858, 1.4661], [0.3272, -4.1110, 5.4209], [0.0120, -3.1048, 4.3371], [-0.9205, -2.0655, 4.6968], [-1.7298, -2.3446, 5.6966], [-1.8356, -3.5395, 6.3609], [-0.9335, -4.6438, 6.0581], [-2.7434, -3.7439, 7.4808], [-3.8557, -2.7251, 7.5068], [-3.3142, -1.3310, 7.3176], [-2.5558, -1.3242, 6.0992], [0.9083, -4.9344, 4.9963], [0.9516, -3.6225, 6.1774], [0.9267, -2.5965, 4.0048], [-0.3984, -3.6241, 3.4530], [-1.4231, -5.3587, 5.3710], [-0.6894, -5.1860, 6.9787], [-3.1609, -4.7587, 7.4285], [-2.1620, -3.6789, 8.4162], [-4.5784, -2.9471, 6.7144], [-4.3832, -2.7935, 8.4595], [-4.1338, -0.6114, 7.2278], [-2.6808, -1.0372, 8.1688], [-2.3240, -0.4460, 5.6503]], "forces_ev_per_a": [[-0.422, -1.443, -0.081], [-0.448, 1.441, 0.087], [-0.191, -0.571, 0.152], [-0.078, 0.173, -0.071], [-0.522, 0.019, 0.195], [1.134, 0.268, -0.128], [-0.326, 0.352, -0.857], [-0.569, 0.233, 0.100], [0.585, 0.018, 0.213], [-0.061, 0.041, -0.036], [0.387, -0.560, 0.127], [0.475, 0.093, 0.116], [-0.320, -0.252, -0.042], [0.315, -0.552, 0.150], [-0.180, 0.023, -0.114], [-0.073, 0.147, -0.011], [0.208, 0.320, 0.154], [0.038, 0.323, 0.053], [-0.189, 0.359, 0.058], [0.138, 0.184, -0.025], [0.065, -0.019, -0.102], [-0.038, -0.304, 0.012], [-0.574, -0.063, 0.073], [0.523, -0.115, 0.069], [0.583, 0.014, 0.070], [-0.235, 0.150, -0.634], [-0.578, -0.348, 1.153], [0.557, 0.448, -0.582], [-0.037, 0.136, -0.176], [-0.189, -0.042, -0.441], [0.319, -0.029, 0.399], [-0.544, -0.166, 0.146], [0.088, 0.146, 0.183], [0.116, 0.163, -0.757], [-0.009, 0.031, 0.119], [-0.095, -0.065, -0.002], [0.056, -0.293, 0.078], [0.209, -0.293, 0.015], [0.055, 0.171, 0.260], [-0.156, 0.155, -0.065], [0.133, 0.189, -0.080], [-0.144, -0.090, -0.105], [0.077, 0.075, 0.035], [0.004, -0.054, -0.032], [0.154, -0.070, 0.076], [-0.205, -0.041, 0.032], [-0.036, -0.302, 0.215]]}

=====

# 3
{"formula": "C20H23I2N2O3SW", "method": "the ωB97M-V functional and the def2-TZVPD basis", "multiplicity": 3, "homo_ev": [-16.67, -16.68], "e_lumo_ev": [-12.5, -13.2], "de_lowest_kcal_mol": 28.27, "charge": 3, "symbols": ["W", "C", "C", "C", "C", "C", "C", "C", "S", "O", "O", "N", "C", "C", "C", "C", "C", "C", "C", "C", "N", "C", "H", "H", "H", "H", "H", "H", "H", "H", "H", "H", "H", "H", "H", "C", "C", "O", "C", "C", "H", "H", "H", "H", "H", "H", "H", "H", "H", "H", "I", "I"], "coordinates": [[-0.3330, 0.4010, -1.3562], [-3.0493, 2.5833, 5.7411], [-2.8271, 1.8656, 4.5368], [-2.9926, 0.4207, 4.4740], [-2.6193, -0.3297, 3.4453], [-2.0232, 0.2996, 2.3765], [-1.7499, 1.7014, 2.3915], [-2.2569, 2.4404, 3.3755], [-1.2477, -0.7050, 1.0139], [-1.8924, -0.6996, -0.2855], [-0.7646, -1.8773, 1.6296], [-0.0255, 0.3163, 0.6038], [1.2382, 0.0357, 1.1426], [1.6610, 0.1139, 2.4618], [2.9275, -0.3495, 2.8287], [3.8351, -0.7575, 1.8429], [3.4773, -0.5562, 0.4830], [4.4791, -0.6976, -0.5470], [4.0501, -0.4560, -1.8303], [2.6940, -0.2086, -2.0973], [1.7505, -0.1725, -1.1444], [2.2007, -0.1327, 0.1210], [-2.4241, 2.0251, 6.5459], [-4.0872, 2.3947, 6.1663], [-2.8469, 3.6027, 5.6723], [-3.5326, 0.0470, 5.2957], [-2.9250, -1.4226, 3.4145], [-1.3877, 2.1210, 1.4444], [-2.2891, 3.5685, 3.2958], [1.0207, 0.3410, 3.3033], [3.2017, -0.3999, 3.8316], [4.7753, -1.1665, 2.1932], [5.4195, -1.1378, -0.3269], [4.8880, -0.5171, -2.6114], [2.3624, -0.0963, -3.1585], [0.8595, -2.0535, -4.4518], [0.3412, -2.1085, -3.0088], [-0.5292, -0.8939, -2.8382], [-1.5991, -0.7738, -3.9700], [-1.3686, 0.3068, -4.9883], [1.2540, -3.0327, -4.6716], [1.7338, -1.4215, -4.5081], [0.1194, -1.7231, -5.1607], [1.1558, -1.9585, -2.3288], [-0.3516, -2.9621, -2.7868], [-2.4417, -0.5740, -3.3280], [-1.8141, -1.7212, -4.3423], [-2.3276, 0.5927, -5.4548], [-0.6198, 0.0594, -5.7448], [-1.0612, 1.2195, -4.5346], [0.6994, 2.5967, -2.3148], [-2.7571, 1.8524, -1.8414]], "forces_ev_per_a": [[0.467, 0.833, 0.796], [-1.419, -2.241, 3.567], [1.308, -3.122, -3.011], [-0.638, 3.940, 1.875], [-0.594, -3.201, -1.807], [1.550, 0.372, -1.829], [-0.532, -2.561, -3.208], [-1.111, 3.105, 2.340], [-0.705, 2.068, 7.235], [-0.749, -0.019, -3.090], [0.060, -1.126, -0.927], [0.455, -0.539, -1.830], [1.449, 1.357, -0.086], [-0.601, -0.906, 0.439], [0.648, -0.298, -2.749], [-1.428, 0.848, 1.214], [2.862, -0.115, -0.359], [-2.971, -0.346, 0.900], [1.523, 0.095, -1.460], [0.726, -0.368, -1.551], [-0.297, 1.030, -1.186], [-0.593, -1.255, 2.261], [-0.651, 1.371, -1.117], [0.980, 0.465, -0.661], [0.390, 1.622, 0.164], [-0.394, -0.958, 0.894], [0.735, 1.418, 0.056], [0.104, 0.238, 0.718], [0.473, -1.396, 0.153], [-0.477, 0.290, -0.322], [0.310, -0.046, 1.559], [0.162, 0.060, -0.551], [0.900, 0.116, 0.183], [-1.935, 0.203, 0.698], [0.307, -0.068, 1.143], [0.460, -0.501, 1.231], [-0.908, -0.344, -1.642], [0.134, -0.020, -0.929], [-0.957, 1.734, 1.508], [0.062, -0.272, -0.257], [-0.190, -0.494, -0.433], [0.066, 0.450, -0.134], [0.034, -0.410, -0.268], [-0.074, -0.625, 0.483], [0.926, 0.663, -0.098], [-0.461, 0.334, -0.093], [0.400, -1.858, -0.657], [0.270, -0.593, 0.009], [-0.337, -0.022, -0.001], [0.420, 0.776, 0.553], [-0.711, 0.084, 0.202], [0.549, 0.234, 0.075]]}

=====

# 4
{"formula": "C20H23N3O3", "method": "the ωB97M-V functional and the def2-TZVPD basis", "homo_ev": -9.18, "e_lumo_ev": 0.4, "de_lowest_kcal_mol": 11.62, "smiles": "Cc1ccnc(C)c1C(=O)NC[C@@H]1Cc2ccccc2CN1C(=O)CO", "symbols": ["C", "C", "C", "C", "N", "C", "C", "C", "C", "O", "N", "C", "C", "C", "C", "C", "C", "C", "C", "C", "C", "N", "C", "O", "C", "O", "H", "H", "H", "H", "H", "H", "H", "H", "H", "H", "H", "H", "H", "H", "H", "H", "H", "H", "H", "H", "H", "H", "H"], "coordinates": [[-2.7048, 1.5107, 3.2021], [-3.5130, 1.2783, 1.9556], [-4.8985, 1.1587, 2.0067], [-5.6009, 0.9530, 0.8347], [-5.0317, 0.8711, -0.3672], [-3.7092, 0.9967, -0.4398], [-3.0881, 0.9325, -1.8066], [-2.9211, 1.1876, 0.7010], [-1.4362, 1.3341, 0.5374], [-0.9118, 2.3519, 0.1168], [-0.7097, 0.2409, 0.8839], [0.7346, 0.2417, 0.7520], [1.1916, 0.1839, -0.7138], [0.7864, -1.1064, -1.4152], [1.5330, -2.2863, -0.8561], [0.9579, -3.5547, -0.8157], [1.6505, -4.6350, -0.2981], [2.9352, -4.4511, 0.1997], [3.5077, -3.1918, 0.1729], [2.8181, -2.1032, -0.3573], [3.5042, -0.7606, -0.3765], [2.6380, 0.3413, -0.7899], [3.2487, 1.5448, -0.9757], [4.4623, 1.6587, -0.9185], [2.3896, 2.7588, -1.3268], [3.1145, 3.9408, -1.1283], [-1.8774, 2.1964, 3.0196], [-3.3325, 1.9238, 3.9902], [-2.2793, 0.5771, 3.5763], [-5.4220, 1.2330, 2.9511], [-6.6805, 0.8553, 0.8563], [-2.7038, 1.9110, -2.0971], [-2.2445, 0.2386, -1.8297], [-3.8399, 0.6093, -2.5218], [-1.1915, -0.5872, 1.1880], [1.1289, 1.1564, 1.1982], [1.1288, -0.6122, 1.3039], [0.7316, 1.0206, -1.2333], [-0.2902, -1.2578, -1.3150], [0.9969, -0.9981, -2.4828], [-0.0475, -3.6882, -1.1992], [1.1915, -5.6147, -0.2770], [3.4856, -5.2866, 0.6119], [4.5068, -3.0428, 0.5669], [3.9280, -0.5524, 0.6116], [4.3544, -0.7862, -1.0597], [2.0428, 2.6445, -2.3639], [1.5027, 2.8222, -0.6953], [3.9635, 3.8417, -1.5762]], "forces_ev_per_a": [[-0.007, -0.019, 0.024], [-0.053, 0.009, -0.022], [0.052, 0.002, 0.011], [0.021, 0.008, -0.022], [-0.026, 0.009, 0.011], [0.017, -0.019, 0.081], [-0.010, -0.017, 0.025], [0.022, 0.005, -0.062], [0.016, -0.009, 0.013], [-0.019, -0.004, 0.012], [0.045, 0.033, -0.038], [-0.034, -0.038, -0.036], [0.062, 0.030, 0.042], [0.018, 0.011, 0.002], [-0.007, -0.013, 0.008], [-0.002, 0.021, 0.000], [0.013, 0.009, 0.002], [-0.009, 0.012, -0.004], [-0.022, 0.014, -0.009], [0.034, -0.005, 0.005], [-0.032, 0.006, -0.036], [-0.012, -0.014, 0.056], [0.051, -0.033, -0.163], [-0.026, 0.012, 0.004], [-0.053, -0.016, 0.255], [-0.094, 0.106, -0.294], [-0.014, 0.016, -0.006], [0.018, 0.015, -0.002], [-0.007, -0.014, -0.018], [-0.005, -0.002, -0.003], [-0.007, -0.007, -0.007], [-0.022, 0.012, -0.006], [-0.011, -0.008, -0.001], [0.023, 0.012, -0.022], [-0.010, -0.001, 0.003], [0.008, -0.002, 0.016], [0.011, 0.009, 0.016], [-0.025, -0.023, -0.015], [-0.002, -0.007, -0.013], [-0.016, 0.001, -0.004], [-0.002, -0.007, 0.001], [0.001, -0.003, 0.002], [-0.001, -0.003, 0.000], [0.003, -0.004, 0.003], [0.001, 0.013, 0.005], [0.000, -0.015, -0.007], [0.012, 0.009, -0.009], [0.012, 0.011, 0.006], [0.085, -0.101, 0.196]]}

=====

Number 1: calculated total energy -110628.0741 eV. Number 2: calculated total energy -28293.8087 eV. Number 3: calculated total energy -59067.2527 eV. Number 4: calculated total energy -31727.6494 eV.